The following is a quantum chemistry calculation of C16H55BN3O12Y as an isolated structure in a non-equilibrium geometry, from the Open Molecules 2025 dataset.

Geometry as ORCA input:
```
! RIJCOSX wB97M-V def2-TZVPD def2/J DEFGRID3
* xyz -2 1
H 2.765 4.359 -5.196
N 0.913 -7.303 -2.372
H -6.871 0.790 3.441
C 1.526 -6.146 -3.011
H -1.414 4.021 0.327
H 0.679 -4.543 -1.810
H 2.643 1.962 -4.337
C 1.664 -4.859 -2.155
O 2.374 -3.905 -2.888
H 1.093 -1.169 1.571
H 1.001 -5.102 -4.864
C 0.436 0.939 -2.599
H 3.340 -1.451 0.228
Y 0.633 0.905 2.608
H -0.390 -1.598 4.248
H 0.424 0.379 -3.534
H 2.775 5.492 2.725
N -5.065 1.928 0.800
H 0.166 0.183 -1.862
H 1.043 -0.973 -0.216
H 2.155 -2.157 -1.930
O -0.612 2.371 0.975
C 3.049 4.736 3.461
H 1.725 5.233 -4.011
C 2.203 2.432 -3.458
H -4.733 -0.522 2.974
H -4.681 1.598 2.848
H -5.001 2.893 1.088
H 4.051 4.902 3.857
H 3.328 -2.951 0.435
H -0.370 1.673 -2.624
C -5.259 1.191 2.018
H -2.340 3.175 3.025
H 2.958 -0.294 3.973
O -0.947 4.681 3.231
O 2.773 0.020 3.088
H -7.352 0.650 1.747
C 1.849 -2.598 -2.878
H 3.620 -0.008 2.642
C -1.975 4.050 2.487
H 2.444 0.590 -2.495
C -3.255 -0.634 -0.057
H -5.349 -0.866 1.503
H 3.024 1.768 -0.984
H 2.229 -2.049 -3.740
C 1.775 4.429 -4.745
C 1.775 1.445 -2.400
H 2.491 -6.518 -3.355
O 0.358 -1.217 3.787
H 1.110 -4.658 1.423
H 3.002 3.028 -3.017
C -6.733 1.212 2.446
H 0.760 -2.596 -2.821
H -2.313 0.680 3.788
B 0.787 -0.549 0.743
H 1.088 4.715 -5.542
H 0.992 -1.932 3.727
H 1.302 0.399 0.759
H 1.767 1.148 -0.440
H -0.434 -5.657 -3.942
H -0.282 -0.403 0.714
H -4.170 1.644 0.429
H 0.862 -8.202 -2.829
O -3.370 -0.445 1.374
H -3.611 0.167 -0.705
O 2.068 4.880 4.420
H -2.861 4.658 2.306
H 3.816 2.647 3.242
O 3.859 -2.241 0.074
H -0.023 -7.154 -2.023
O 1.644 -3.866 1.375
H -2.690 2.928 0.776
C 3.219 3.362 2.676
N 2.027 1.921 -1.036
O 2.148 2.715 1.940
H -2.176 -0.598 -0.204
C 0.598 -5.878 -4.214
H 0.474 -6.762 -4.839
O 1.197 3.329 -4.041
H 2.163 -5.149 -1.231
H 3.932 3.636 1.898
H 1.146 -3.274 0.812
C -4.621 -0.184 1.944
O -1.713 0.409 3.093
H -2.284 0.160 2.366
C -1.703 3.282 1.074
H -6.995 2.268 2.370
H -3.648 -1.573 -0.447
*
```

Values from the calculation:
E_tot	-1772.5143	hartree
largest force on an atom	6.86	eV/A
energy relative to the best compared isomer or geometry (same formula, charge and spin)	0.0000	eV
HOMO energy	0.037	Ha

***

The following is a quantum chemistry calculation of a 12-piece molecular cluster, C16H56N10O12 overall in a non-equilibrium geometry, from the Open Molecules 2025 dataset.

Geometry as ORCA input:
```
! RIJCOSX wB97M-V def2-TZVPD def2/J DEFGRID3
* xyz 0 1
H 0.168 3.640 -0.955
H 0.003 1.438 1.802
C -1.478 -3.330 -5.096
H 4.051 0.530 -4.999
H -3.262 0.403 4.220
H -0.390 2.991 -3.082
H -1.187 -0.335 3.151
H -1.575 0.209 -2.599
H 2.928 5.258 0.430
O -1.147 2.442 -1.288
H -0.799 0.708 -0.766
H -0.843 0.780 -4.171
H 4.063 0.608 1.419
N -3.167 -2.181 0.907
H -1.988 2.896 -1.474
N 0.929 4.224 -0.658
H -3.906 1.796 3.486
C -2.563 -3.202 4.106
H 1.892 3.042 2.172
H -2.423 1.459 -3.480
H -2.945 -1.222 -4.127
H -3.334 -1.377 -2.017
C -0.531 2.030 -2.467
O -0.649 -1.414 6.205
H 1.837 0.631 5.299
H 1.159 -0.488 3.568
O 2.032 0.169 1.894
C 0.183 -0.986 -0.650
H 0.579 -1.758 1.387
O -0.712 -0.043 -0.168
N 4.425 0.330 -4.079
O -3.354 0.875 1.010
O -2.833 -2.022 -3.639
O 1.280 -0.759 -4.077
H -1.832 -2.041 2.729
H 1.744 -0.010 -3.648
H 1.116 -0.549 -0.871
H -2.794 -1.389 1.392
H 2.799 -1.970 -4.710
N 0.417 -0.940 4.129
H 1.659 4.662 3.685
H 2.352 1.801 -3.837
H -0.747 -1.788 -3.804
H 0.848 5.192 -0.428
C 2.023 -1.957 -3.862
H 0.079 -1.855 3.862
N 0.924 0.351 5.824
H 2.494 -2.033 -2.922
C -3.402 -2.357 -0.338
H -2.830 -2.261 4.576
C 1.068 2.956 2.893
H 1.748 0.729 1.219
N 2.725 1.272 -3.070
H -1.236 -0.337 1.522
C 3.901 0.764 -2.955
C 0.323 -2.105 0.313
O -3.591 -3.596 -0.937
O 0.811 4.250 3.373
O 4.527 0.588 -1.700
H 1.394 -2.832 -3.981
H 1.032 0.425 6.866
H -1.558 -2.757 -6.043
H -0.193 -1.354 -1.592
H 3.826 3.768 0.375
C 3.332 -0.211 1.525
H 2.408 1.497 -2.089
H 5.160 -0.380 -4.107
H 1.055 -2.858 -0.032
H -3.515 -3.595 3.737
N 2.978 4.279 0.217
C -1.526 -2.528 -3.815
H -0.652 2.989 1.609
N -1.833 -0.261 2.350
H -0.560 -2.703 0.333
H -0.500 -3.823 -5.172
O -1.620 -2.912 3.043
N -3.451 0.878 3.348
H 0.376 1.563 -2.143
H -0.917 2.181 3.100
C -0.180 2.394 2.311
C 0.226 -0.688 5.373
N -3.472 -1.232 -1.004
C -2.880 0.492 2.247
H -2.153 -4.140 -5.018
C -1.390 1.044 -3.289
H -1.294 -3.188 -2.964
H -3.229 -0.301 -0.642
H -2.144 -3.913 4.822
H 3.721 -0.981 2.243
O 2.094 2.222 -0.591
H 1.525 2.385 3.659
H -2.986 -3.016 1.414
H 3.338 -0.729 0.550
C 1.998 3.583 -0.354
*
```

Values from the calculation:
E_tot	-2093.5555	hartree
largest force on an atom	8.87	eV/A
energy relative to the best compared isomer or geometry (same formula, charge and spin)	3.2700	eV
HOMO energy	-0.284	Ha
SMILES	NC(N)=O.NC(N)=O.NC(N)=O.NC(N)=O.NC(N)=O.CCO.CCO.CCO.CCO.CO.CO.CO